Computed, not measured: a molecular structure, C30H32MgN7STe in a non-equilibrium geometry, with ωB97M-V with the def2-TZVPD basis set.

ORCA input file:
```
! wB97M-V def2-TZVPD RIJCOSX def2/J DEFGRID3
* xyz 1 1
N 1.926 0.345 -0.663
H -0.626 3.181 -2.078
C 1.331 1.473 -2.611
H 0.718 -1.040 3.664
H 0.834 -4.165 2.472
H 4.390 1.365 -1.186
H -3.267 -3.551 -0.629
N -0.084 1.162 -2.281
C -1.917 -1.906 -0.280
C 3.974 -0.841 -0.227
C 2.935 2.705 -3.926
H 4.894 2.853 -3.069
C 4.759 -1.559 0.671
C 1.246 1.409 2.701
H -1.978 2.071 -2.251
H -0.071 3.622 0.707
C -1.052 3.243 0.913
C -3.312 3.663 1.491
C 3.172 -1.132 2.406
C -4.914 1.756 1.229
H 2.575 -4.600 2.175
N -1.294 1.938 0.684
H 0.249 1.849 2.901
C 1.626 2.280 -3.732
C -3.587 2.327 1.180
H 0.082 -0.869 -2.924
C -4.252 -1.862 0.239
N -6.364 -0.004 1.117
C -0.966 2.301 -2.604
H -0.752 -5.147 -0.239
H 1.835 2.093 2.088
H -0.331 -4.666 -1.882
H -1.013 2.530 -3.635
N -6.023 2.389 1.608
C 0.276 -0.783 2.685
C -3.162 -2.534 -0.240
H 5.665 -2.058 0.332
H -5.231 -2.302 0.314
C 2.359 -0.394 1.540
H 1.738 1.132 3.624
H 3.156 3.386 -4.750
Te 1.510 -3.662 -0.153
C -0.530 0.014 -3.106
C 3.656 1.598 -1.919
H 2.881 -1.206 3.455
H -0.449 0.206 -4.162
C 1.528 -4.601 1.770
H 0.191 -1.739 2.123
H -4.127 4.303 1.816
C -4.051 -0.506 0.615
H -1.541 -0.319 -2.801
C 2.322 1.098 -1.730
N 1.074 0.168 1.900
H 0.839 2.599 -4.430
H -0.755 -0.402 2.867
H 0.520 -5.954 -1.197
N -1.702 -0.664 0.135
H -1.818 5.181 1.398
S -7.202 1.312 1.591
Mg 0.060 0.502 -0.028
H 1.237 -5.638 1.680
C -2.552 1.491 0.814
C 2.777 -0.232 0.200
C -5.127 0.371 0.995
C -2.045 4.126 1.275
H -1.063 -2.493 -0.677
C 3.921 2.408 -2.991
C 4.370 -1.726 1.983
C -2.790 0.043 0.527
C 0.083 -4.988 -0.931
H 4.234 -0.751 -1.266
H 5.005 -2.197 2.712
*
```

Results
**Molecular weight**: 674.6 g mol⁻¹
**Energy above the lowest of the compared OMol25 structures with the same formula, charge and spin**: 0.0 kcal per mole
**HOMO energy**: -9.0112 eV
**Frontier orbital gap**: 5.31 eV
**E**: -65631.115 eV
**LUMO energy**: -3.701 eV

Mulliken population analysis, charges in e, atoms 1 to 8: 0.797 0.447 0.347 0.467 0.365 0.630 0.481 1.021